ORCA calculation (ωB97M-V/def2-TZVPD) on a 14-piece molecular cluster, C54H108Br2O26S13 overall.

Results
* orbital gap: 9.2 eV
* electronic energy: -14402.58493 a.u.
* LUMO energy: -0.014 Ha
* HOMO level: -9.61 eV

Geometry as XYZ:
```
203
Properties=species:S:1:pos:R:3:forces:R:3
C 4.427 -1.491 -2.110 -0.11 -0.33 0.47
C 4.186 -0.171 -2.867 0.48 -0.28 -0.61
C 3.489 -0.528 -4.186 1.06 0.26 -0.11
S 4.118 -2.194 -4.595 -2.89 -0.75 -1.71
O 4.947 -2.066 -5.805 -0.58 -0.59 1.99
O 2.862 -3.008 -4.625 2.48 0.72 0.00
C 4.996 -2.629 -3.027 -1.28 1.97 -0.29
H 3.460 -1.744 -1.676 -0.04 -0.62 -0.08
H 5.120 -1.455 -1.270 0.01 0.60 0.10
H 5.145 0.266 -3.148 0.07 0.28 0.28
H 3.582 0.557 -2.326 0.21 -0.12 0.26
H 3.841 0.097 -5.007 0.15 0.00 0.03
H 2.403 -0.438 -4.213 0.03 -0.74 0.38
H 6.072 -2.500 -3.143 -0.12 -0.35 -0.14
H 4.633 -3.589 -2.660 0.33 -0.06 -0.48
C -1.213 -2.720 5.914 -1.08 0.25 -0.56
C -1.495 -2.679 7.387 1.50 0.04 0.92
C -0.524 -3.627 7.968 1.64 -1.72 0.90
S 1.138 -3.359 7.068 -1.96 0.92 1.82
O 1.590 -4.633 6.578 0.79 -0.16 0.27
O 1.991 -2.446 7.860 -0.89 -1.16 -1.42
C 0.311 -2.591 5.673 -0.52 0.67 -0.40
H -1.843 -1.916 5.534 0.58 0.20 -0.86
H -1.634 -3.634 5.494 0.25 -0.18 -0.07
H -2.490 -2.927 7.756 -0.11 0.36 -0.47
H -1.099 -1.753 7.803 -0.88 0.75 -0.14
H -0.772 -4.670 7.769 0.10 -0.10 -0.26
H -0.436 -3.548 9.051 0.48 0.17 -0.05
H 0.674 -3.147 4.808 -0.26 0.06 0.21
H 0.566 -1.538 5.557 0.21 0.02 0.19
C 5.626 1.249 2.540 -0.22 1.19 0.06
C 6.173 0.230 1.557 -0.54 1.02 -1.13
C 7.358 0.924 0.807 -0.15 0.06 1.86
S 6.852 2.656 0.479 -2.56 -2.22 -0.34
O 6.160 2.574 -0.798 0.35 0.74 0.28
O 7.879 3.608 0.746 0.42 0.28 0.03
C 5.531 2.704 1.780 0.61 -1.72 1.91
H 6.202 1.248 3.466 1.08 0.77 -0.34
H 4.717 0.947 3.060 -0.83 0.08 -1.00
H 5.392 0.076 0.813 -0.12 -0.24 -0.18
H 6.348 -0.740 2.021 0.59 0.14 -0.09
H 7.707 0.369 -0.064 0.03 0.52 -0.04
H 8.130 1.108 1.554 0.53 -0.47 -0.18
H 4.537 2.929 1.394 0.29 -0.56 -0.44
H 5.718 3.464 2.538 0.42 0.13 -0.27
C 2.680 2.257 8.156 0.63 0.41 0.12
C 1.175 2.364 8.461 0.16 -1.40 -1.74
C 0.566 2.667 7.060 1.02 1.31 0.76
S 1.594 1.835 5.738 -2.80 1.20 -0.16
O 1.993 2.904 4.787 0.32 -1.90 1.45
O 0.627 0.831 5.216 2.52 0.34 0.56
C 3.055 1.375 6.937 -1.83 0.84 0.08
H 3.317 1.924 8.975 -0.30 -0.18 0.26
H 2.975 3.295 8.003 0.29 0.06 -0.37
H 1.023 3.065 9.281 -0.33 0.14 -0.41
H 0.700 1.410 8.687 0.41 -0.19 0.69
H 0.729 3.713 6.803 -0.11 0.14 0.00
H -0.506 2.470 7.019 0.30 -0.46 -0.51
H 3.997 1.683 6.484 -0.23 -0.25 -0.15
H 3.004 0.345 7.287 -0.02 -0.21 -0.70
C 2.763 4.812 -3.252 -0.05 -0.76 -0.42
C 1.566 4.838 -2.203 -0.14 0.24 -0.84
C 0.401 4.224 -2.907 -0.26 -1.92 -1.75
S 1.118 2.678 -3.827 1.92 3.67 -0.16
O 0.626 2.658 -5.179 -0.44 -0.66 0.01
O 1.108 1.530 -2.964 -0.35 -0.52 0.12
C 2.864 3.372 -3.906 0.08 0.16 2.29
H 3.676 5.197 -2.799 0.29 -0.80 0.29
H 2.723 5.477 -4.115 -1.23 0.55 0.27
H 1.343 5.868 -1.922 -0.04 0.03 -0.10
H 1.584 4.301 -1.254 1.39 -0.15 0.03
H 0.002 4.901 -3.663 -0.12 -0.38 -0.22
H -0.395 3.682 -2.396 -0.06 0.73 0.69
H 3.355 3.212 -4.866 -0.60 0.57 -0.22
H 3.508 2.860 -3.190 -0.34 -0.74 0.05
C -1.772 5.645 2.195 -1.04 1.37 -0.25
C -3.333 5.724 2.208 0.29 -1.53 -0.27
C -3.791 4.998 0.884 -0.07 0.33 0.45
S -2.810 3.570 0.634 2.17 1.05 2.35
O -2.351 3.497 -0.732 -0.21 -0.62 -0.71
O -3.407 2.446 1.324 0.47 0.14 -0.58
C -1.384 4.242 1.686 -0.73 0.29 0.20
H -1.341 5.975 3.141 -0.15 -1.07 0.64
H -1.410 6.538 1.686 0.20 -0.62 -1.35
H -3.785 6.710 2.319 0.34 0.08 -0.37
H -3.634 5.181 3.104 -0.48 -0.33 -0.18
H -3.504 5.582 0.010 -0.61 0.32 0.01
H -4.770 4.523 0.817 -0.45 0.92 0.08
H -0.435 4.265 1.149 -0.17 -0.41 -0.02
H -1.432 3.553 2.529 0.56 -0.11 -0.04
C -1.987 -2.303 1.903 -0.73 -0.27 0.99
C -2.917 -3.438 1.294 0.32 0.65 0.12
C -4.379 -3.228 1.721 -0.02 0.90 0.11
S -4.491 -1.540 2.586 -0.16 -2.90 -4.42
O -4.635 -1.794 3.953 0.97 -0.33 3.56
O -5.565 -0.824 1.996 -0.36 1.40 -0.90
C -2.815 -1.014 2.078 -0.84 0.28 -0.45
H -1.053 -2.196 1.351 -0.29 0.37 -0.41
H -1.651 -2.549 2.910 -0.11 -0.54 0.16
H -2.501 -4.437 1.422 -0.07 0.05 0.57
H -2.958 -3.354 0.208 0.43 0.36 -0.09
H -4.919 -3.906 2.381 0.64 -0.19 0.25
H -4.941 -3.250 0.787 -0.44 0.55 0.31
H -2.638 -0.232 2.817 1.00 -0.31 0.18
H -2.910 -0.485 1.129 -0.48 -0.06 -0.01
C 4.040 -3.202 2.581 0.13 1.08 0.50
C 2.849 -3.076 3.515 -2.17 -0.95 -1.72
C 1.617 -2.870 2.493 0.79 -0.23 -0.45
S 1.832 -4.031 1.089 1.15 0.26 0.80
O 1.680 -3.355 -0.224 -0.01 -0.89 1.96
O 1.140 -5.283 1.428 0.86 1.65 -0.89
C 3.669 -4.153 1.410 0.35 -0.03 -0.09
H 4.838 -3.522 3.251 0.34 -0.64 -0.60
H 4.322 -2.168 2.381 0.10 -0.07 -1.23
H 2.774 -2.193 4.150 0.65 -0.28 0.23
H 2.936 -4.033 4.030 -1.32 0.21 0.68
H 1.804 -1.877 2.083 -0.04 0.05 -0.22
H 0.549 -2.889 2.711 0.27 -0.31 0.71
H 4.176 -3.969 0.463 -0.15 0.53 0.02
H 3.958 -5.183 1.616 -0.49 -0.09 0.41
C -4.686 -3.862 -3.814 0.34 1.75 -2.56
C -5.427 -2.590 -3.416 -1.24 0.31 0.31
C -6.745 -2.951 -2.795 -1.30 -1.41 -0.16
S -6.576 -4.767 -2.168 0.41 2.20 1.96
O -7.575 -5.595 -2.777 -0.05 -0.26 -0.32
O -6.456 -4.737 -0.692 -0.16 -0.25 -2.21
C -4.911 -4.918 -2.872 0.55 -0.29 3.14
H -3.676 -3.458 -3.742 0.56 -0.99 -0.67
H -4.939 -4.269 -4.793 0.15 0.83 -0.55
H -5.647 -1.968 -4.284 0.40 0.15 -0.03
H -4.905 -2.000 -2.663 0.58 -0.06 -0.22
H -7.526 -3.001 -3.554 -0.02 -0.41 -0.14
H -7.157 -2.253 -2.066 0.45 -0.39 0.52
H -4.467 -5.892 -3.078 -0.65 -0.01 0.04
H -4.358 -4.465 -2.049 0.02 -1.02 0.93
C 4.114 5.501 0.979 -0.15 -1.91 0.18
C 4.070 6.780 0.235 -0.45 -0.33 -0.19
C 3.250 7.740 1.052 -0.66 0.44 0.26
S 1.810 6.715 1.677 -0.29 0.99 0.18
O 0.892 6.579 0.548 0.47 0.20 0.65
O 1.261 7.094 2.998 1.14 -0.52 -2.17
C 2.804 5.248 1.725 0.71 0.18 2.30
H 4.948 5.580 1.677 -0.16 -0.45 0.26
H 4.286 4.646 0.325 0.39 0.26 -0.21
H 3.555 6.467 -0.673 0.47 1.08 -0.66
H 5.120 7.071 0.229 -0.28 0.54 -1.17
H 2.869 8.575 0.464 -0.23 -0.06 0.20
H 3.864 8.128 1.865 -0.36 -0.03 0.33
H 2.172 4.362 1.657 0.24 -0.01 -0.64
H 3.209 5.248 2.737 -0.86 -0.23 0.55
C -5.294 2.298 -4.587 0.63 -1.02 1.59
C -6.623 1.612 -4.196 -1.00 2.22 -0.56
C -7.133 2.346 -2.910 1.24 -1.68 -0.24
S -5.556 2.727 -1.939 -3.39 -0.86 -1.83
O -5.635 1.803 -0.851 1.18 -0.25 0.61
O -5.542 4.144 -1.701 0.79 0.45 0.08
C -4.425 2.229 -3.290 -0.23 -0.13 0.54
H -5.465 3.352 -4.805 -0.13 -0.16 -0.41
H -4.842 1.742 -5.408 0.30 0.42 -0.05
H -6.721 0.535 -4.060 1.08 -0.03 0.19
H -7.290 1.777 -5.043 -0.32 0.22 0.04
H -7.590 1.490 -2.414 -0.34 0.79 0.89
H -7.788 3.215 -2.976 0.28 -0.08 -0.29
H -4.161 1.197 -3.060 0.02 -0.09 0.02
H -3.540 2.841 -3.117 -0.03 0.18 -0.60
C -0.776 -5.508 -4.029 -0.11 1.40 1.70
C 0.145 -4.710 -3.012 -0.92 1.47 -1.78
C 0.051 -5.271 -1.660 -0.39 -0.92 2.77
S -1.233 -6.583 -1.526 3.10 0.65 -1.50
O -2.542 -5.969 -1.364 0.58 -0.68 -0.04
O -0.739 -7.661 -0.663 -1.20 1.01 -1.08
C -0.839 -6.831 -3.348 -1.51 -2.17 -0.87
H -0.566 -5.440 -5.096 0.84 -0.50 0.24
H -1.774 -5.070 -4.016 -0.19 0.22 0.34
H -0.229 -3.691 -2.917 0.27 0.26 -0.56
H 1.208 -4.674 -3.254 -0.22 0.06 -0.61
H -0.194 -4.558 -0.873 0.04 0.03 -0.24
H 1.026 -5.694 -1.419 -0.43 -0.50 0.51
H -1.608 -7.457 -3.801 -0.09 -0.27 0.15
H 0.112 -7.343 -3.495 0.05 -0.22 0.73
C -1.075 -0.250 -5.639 1.13 -2.67 -1.31
C -2.506 -0.845 -5.458 0.10 -0.63 -0.13
C -2.839 -1.758 -6.701 1.09 1.15 -0.13
S -1.169 -2.477 -7.382 -2.09 3.94 -0.98
O -1.001 -1.966 -8.806 -0.29 -2.08 3.61
O -1.071 -3.827 -6.896 0.17 -0.77 -0.93
C -0.205 -1.458 -6.269 0.53 0.51 -0.15
H -0.470 0.056 -4.786 -0.74 0.14 0.31
H -1.059 0.552 -6.376 -0.24 0.05 0.12
H -3.214 -0.031 -5.304 -0.20 0.17 -0.68
H -2.733 -1.418 -4.559 0.95 -0.23 0.07
H -3.208 -1.045 -7.437 -0.05 -0.59 -0.52
H -3.537 -2.573 -6.511 0.15 0.09 -0.02
H 0.664 -1.197 -6.873 -0.09 0.72 -0.06
H 0.241 -2.169 -5.574 -0.49 0.09 0.58
Br 0.771 0.542 1.139 0.73 0.26 0.20
C 0.422 -0.343 -0.568 -1.56 0.79 0.30
C -0.941 0.306 -0.978 0.19 -1.31 0.30
Br -1.736 -0.984 -2.205 -0.15 0.08 -0.30
H 0.266 -1.385 -0.289 0.01 0.16 -0.25
H 1.256 -0.272 -1.266 -0.26 0.39 0.13
H -1.027 1.313 -1.387 0.69 -0.27 -0.15
H -1.653 0.258 -0.153 0.44 0.11 0.10
```
Positions in Å, forces in eV/Å.